The following is a quantum chemistry calculation of the ion C2H8N3 with charge +1, from OMol25.

Last column: Mulliken charge in e.
Cartesian coordinates (Å):
N -0.55 1.65 -0.58  -0.516
N -0.66 -0.62 -0.19  -0.194
N 1.30 0.42 0.37  -0.355
C 0.10 0.46 -0.18  0.630
C -0.31 -1.82 0.56  -0.965
H -1.05 -2.59 0.40  0.337
H -0.73 1.63 -1.58  0.295
H 1.86 -0.42 0.28  0.223
H -0.04 -1.74 1.61  0.366
H 0.58 -2.20 0.06  0.361
H -1.63 -0.31 -0.23  0.292
H 0.02 2.47 -0.42  0.271
H 1.95 1.18 0.53  0.255

Summary:
E_LUMO, eV: -3.55
Kohn-Sham gap, eV: 12.0
Energy relative to the best compared isomer or geometry (same formula, charge and spin), kJ/mol: 71.7
E_tot, eV: -6667.88611
SMILES string: CNC(N)=[NH2+]
Max |F|, eV/Å: 2.0
Total charge: +1
HOMO level, eV: -15.549

The following is a quantum chemistry calculation of a cluster of 2 separate species, CH7NS in total, from OMol25.

Last column: Mulliken charge in e.
Cartesian coordinates (Å):
S -1.91 0.70 0.03  -0.307
N 1.50 -0.70 0.48  -0.556
C 2.49 -0.81 -0.59  -0.681
H 3.18 0.02 -0.49  0.303
H 0.75 -1.37 0.40  0.222
H 1.08 0.22 0.54  0.221
H -2.93 1.51 0.30  0.149
H -1.56 0.73 1.33  0.148
H 3.08 -1.71 -0.43  0.258
H 2.08 -0.82 -1.60  0.244

Summary:
E_LUMO, eV: 0.85
Kohn-Sham gap, eV: 10.0
Energy relative to the best compared isomer or geometry (same formula, charge and spin), kJ/mol: 36.5
E_tot, eV: -13475.43866
SMILES string: CN.S
Max |F|, eV/Å: 0.4
Total charge: 0
HOMO level, eV: -9.183

The following is a quantum chemistry calculation of a cluster of 10 separate species, C40H60O30 in total, from OMol25.

Last column: Mulliken charge in e.
Cartesian coordinates (Å):
O 49.67 57.35 35.75  -0.324
O 48.03 61.96 33.04  -0.329
O 50.41 48.39 36.34  -0.578
O 47.04 63.13 34.64  -0.591
O 46.74 60.02 39.28  -0.364
O 51.66 50.09 35.53  -0.423
O 46.07 62.06 39.37  -0.399
O 47.08 50.36 34.76  0.065
O 49.82 50.51 36.49  -0.317
O 43.73 54.30 42.45  -0.551
O 45.95 50.21 32.89  -0.347
O 41.77 58.32 37.43  -0.305
O 46.93 61.05 41.26  -0.642
O 45.09 51.25 34.71  -0.461
O 45.56 55.81 34.32  -0.563
O 48.61 53.40 38.75  -0.653
O 41.15 59.11 39.52  -0.636
O 45.97 55.41 36.50  0.600
O 47.11 52.14 39.96  -0.369
O 41.10 51.64 35.38  -0.373
O 45.18 55.79 41.52  -0.443
O 42.36 52.68 33.96  -0.249
O 40.48 57.08 38.68  -0.359
O 47.45 51.65 37.87  0.524
O 47.53 60.91 35.06  0.019
O 43.37 55.11 40.41  -0.526
O 50.47 55.35 35.56  -0.103
O 42.20 53.47 36.09  -0.487
O 45.76 57.48 35.69  -0.312
O 49.94 56.36 33.65  -0.631
C 45.98 50.67 34.17  0.252
C 46.52 56.43 39.63  -1.189
C 41.08 58.23 38.59  0.589
C 41.86 51.66 33.15  -0.234
C 46.24 60.24 37.99  0.819
C 41.95 52.62 35.21  0.661
C 50.70 55.62 36.84  0.758
C 46.12 51.18 39.74  0.230
C 47.63 49.25 31.33  -1.380
C 48.02 49.64 33.89  -1.527
C 50.04 56.46 34.86  0.577
C 44.86 59.60 37.82  -1.570
C 44.75 51.85 39.83  -0.738
C 39.85 50.24 33.66  -2.304
C 40.73 56.32 37.53  -0.262
C 47.04 49.29 32.75  0.389
C 46.00 54.12 35.90  0.635
C 44.12 55.00 41.59  0.459
C 45.17 56.55 40.29  1.029
C 41.39 57.27 36.55  0.277
C 45.77 54.41 34.38  0.084
C 50.16 51.76 35.94  1.137
C 47.61 62.08 34.33  0.394
C 49.84 60.46 32.78  -1.303
C 43.86 56.10 39.54  0.481
C 51.65 51.56 35.64  0.741
C 45.80 56.27 35.52  0.227
C 46.71 50.56 38.40  -0.680
C 50.62 49.54 36.14  0.570
C 52.18 55.84 37.03  -1.978
C 41.12 50.75 34.23  0.591
C 47.83 59.93 34.07  0.152
C 46.92 53.98 33.58  -0.968
C 48.30 60.58 32.81  0.618
C 49.82 56.86 37.10  -0.250
C 42.59 56.77 35.71  -0.487
C 46.13 61.77 37.95  -0.595
C 52.19 52.11 34.26  -1.652
C 47.66 52.54 38.79  0.179
C 46.58 61.00 40.08  0.640
H 39.85 55.71 37.11  0.358
H 48.87 56.59 37.38  -0.097
H 44.85 58.64 38.00  -0.212
H 43.07 57.67 35.42  0.537
H 47.36 56.54 40.30  0.487
H 53.19 51.99 34.35  0.580
H 44.78 52.66 40.56  0.065
H 49.45 52.17 35.07  -0.451
H 45.09 53.99 33.98  0.850
H 47.02 62.13 37.56  0.355
H 47.35 49.79 38.68  0.430
H 46.07 50.34 40.43  0.453
H 47.00 60.02 37.27  -0.019
H 39.12 51.08 33.39  0.389
H 43.20 56.89 39.53  0.028
H 45.17 53.39 36.38  -0.319
H 43.43 56.50 36.34  -0.560
H 45.91 50.33 37.70  0.245
H 44.12 59.89 38.52  0.828
H 41.57 49.91 34.42  0.326
H 50.16 60.74 33.76  0.332
H 45.30 62.11 37.34  0.397
H 50.11 61.23 31.97  0.343
H 40.64 57.43 35.86  0.495
H 46.64 55.48 39.28  0.197
H 41.26 55.50 37.94  0.130
H 44.11 55.60 38.60  -0.076
H 50.27 54.88 37.34  0.198
H 44.21 59.83 37.02  0.745
H 47.20 52.78 33.86  -0.342
H 39.29 49.85 34.33  0.608
H 45.14 57.60 40.66  0.012
H 48.63 48.96 34.15  1.119
H 48.47 48.56 31.01  0.355
H 52.50 52.07 36.27  0.107
H 52.24 56.29 37.92  0.562
H 43.84 51.26 39.66  0.496
H 52.54 56.63 36.36  0.369
H 47.81 60.27 31.81  0.331
H 51.97 51.62 33.28  0.333
H 52.10 53.18 34.32  0.384
H 46.69 48.29 33.00  0.266
H 48.42 59.19 34.56  -0.281
H 50.13 59.53 32.38  0.373
H 50.14 57.69 37.59  0.472
H 52.92 55.18 36.97  0.510
H 46.50 57.00 38.81  0.057
H 46.53 54.25 32.47  0.351
H 46.85 59.25 33.78  -0.046
H 46.93 53.63 36.05  -0.493
H 47.87 54.50 33.49  0.206
H 42.17 56.13 34.91  0.292
H 48.63 50.36 33.52  0.493
H 41.22 51.86 32.32  0.375
H 42.84 51.12 32.85  0.063
H 48.09 50.25 31.20  0.348
H 39.64 49.73 32.88  0.636
H 49.96 52.39 36.78  -0.437
H 44.60 52.33 38.77  -0.083
H 46.75 49.00 30.55  0.284

Summary:
E_LUMO, eV: -0.08
Kohn-Sham gap, eV: 10.1
Energy relative to the best compared isomer or geometry (same formula, charge and spin), kJ/mol: 1369.2
E_tot, eV: -103867.55922
SMILES string: C[C@H]1COC(=O)O1.C[C@H]1COC(=O)O1.C[C@H]1COC(=O)O1.C[C@H]1COC(=O)O1.C[C@H]1COC(=O)O1.C[C@H]1COC(=O)O1.C[C@H]1COC(=O)O1.C[C@H]1COC(=O)O1.C[C@H]1COC(=O)O1.C[C@H]1COC(=O)O1
Max |F|, eV/Å: 11.4
Total charge: 0
HOMO level, eV: -10.170

The following is a quantum chemistry calculation of a cluster of 2 separate species, C14H11F4N2O in total, from OMol25.

Last column: Mulliken charge in e.
Cartesian coordinates (Å):
F -3.77 3.19 -0.85  -0.276
F -1.29 3.77 3.15  -0.273
F -2.18 -2.09 -3.71  -0.276
F 0.84 -4.62 -1.06  -0.280
O 5.08 0.99 1.03  -0.516
N 3.42 -0.44 0.38  -0.285
N 2.45 0.53 0.78  -0.300
C -1.37 -2.20 -2.59  0.298
C -1.18 1.02 0.66  0.974
C -1.58 3.02 2.03  0.238
C -0.93 1.82 1.83  -0.709
C -2.53 3.54 1.15  -0.470
C -0.40 -0.16 0.46  -0.342
C -2.83 2.73 0.05  0.249
C -1.35 -1.14 -1.69  -0.768
C -0.55 -1.22 -0.50  0.941
C 0.12 -2.47 -0.29  -0.652
C 0.09 -3.47 -1.25  0.206
C 4.73 -0.14 0.73  0.087
C -0.65 -3.38 -2.44  -0.567
C -2.24 1.49 -0.19  -0.716
H -1.95 -0.27 -1.90  0.414
H 5.38 -1.03 0.63  0.329
H 3.15 -1.37 0.66  0.224
H -0.24 1.44 2.58  0.481
H 2.88 1.18 1.43  0.248
H 0.63 -2.65 0.66  0.603
H 2.14 1.02 -0.06  0.243
H -0.65 -4.18 -3.19  0.501
H -2.62 0.89 -1.00  0.489
H 0.39 -0.32 1.20  0.412
H -3.00 4.52 1.30  0.493

Summary:
E_LUMO, eV: -6.91
Kohn-Sham gap, eV: 6.2
Energy relative to the best compared isomer or geometry (same formula, charge and spin), kJ/mol: 29.8
E_tot, eV: -30584.53980
Max |F|, eV/Å: 2.0
Total charge: +1
HOMO level, eV: -13.074

The following is a quantum chemistry calculation of a structure of composition C35H39CoN4O3P, from OMol25.

Last column: Mulliken charge in e.
Cartesian coordinates (Å):
Co 0.02 0.18 0.72  0.790
P 0.21 -2.04 1.88  1.759
O 1.22 0.98 1.89  -0.263
O -0.03 2.14 -0.50  -0.738
O 1.14 -0.81 -0.49  -0.568
N -1.76 3.07 -1.63  0.659
N -1.55 -0.38 -0.42  1.145
N -1.47 0.97 1.88  0.706
N 0.23 2.52 -2.71  0.439
C -0.27 -0.91 -2.41  0.790
C -0.33 -1.19 -3.78  -0.803
C 2.00 -1.72 -3.85  -0.610
C -0.49 2.56 -1.57  -0.083
C 2.12 -1.44 -2.51  -0.795
C 1.85 -2.65 2.40  0.594
C 0.34 -4.22 0.07  -0.500
C 2.84 -2.85 1.44  -0.456
C 1.00 -1.05 -1.74  0.872
C 4.30 -3.76 3.12  -0.598
C -0.11 2.76 2.76  1.439
C 3.35 -3.47 4.09  -0.679
C 2.13 -2.93 3.74  -0.807
C 0.77 -1.61 -4.49  -0.890
C -2.38 3.58 -0.44  -0.836
C 4.04 -3.44 1.80  -0.850
C -0.81 -2.16 3.41  -1.868
C -0.12 4.03 3.35  -0.696
C -2.84 0.08 0.07  -1.067
C 2.27 4.16 3.19  -0.489
C -1.42 -0.47 -1.71  -1.182
C -0.17 3.15 -3.96  -0.639
C -1.35 2.11 2.47  -0.797
C -2.41 -4.46 -0.11  -0.772
C -2.33 3.51 -2.89  -0.785
C 1.14 2.16 2.39  -0.138
C 1.05 4.72 3.57  -0.776
C -2.79 0.49 1.55  -1.058
C 2.32 2.92 2.61  -0.870
C 1.55 1.95 -2.70  -1.177
C -1.60 -5.28 -0.88  -0.640
C -0.23 -5.16 -0.78  -0.754
C -1.84 -3.52 0.73  -0.462
C -0.46 -3.39 0.84  0.566
C -1.26 4.19 -3.73  -0.675
H 3.18 4.71 3.35  0.441
H 1.39 -2.74 4.50  0.388
H 2.67 -2.52 0.43  0.480
H 0.68 -1.85 -5.54  0.446
H -0.85 5.05 -3.19  0.295
H 5.23 -4.23 3.41  0.409
H -1.66 4.54 -4.68  0.398
H 1.42 -4.17 0.15  0.481
H -0.80 -3.17 3.83  0.484
H 2.87 -2.02 -4.41  0.473
H 4.78 -3.65 1.04  0.455
H -2.26 2.67 2.74  0.310
H -3.42 3.25 -0.39  0.357
H -2.49 -2.88 1.32  0.318
H 2.31 2.72 -2.88  0.504
H -2.04 -6.00 -1.55  0.418
H -1.83 -1.88 3.19  0.419
H -3.56 1.24 1.75  0.564
H -2.36 4.68 -0.43  0.437
H 0.72 3.60 -4.41  0.408
H 3.56 -3.67 5.13  0.432
H 1.03 5.69 4.04  0.412
H 1.63 1.19 -3.48  0.312
H 3.08 -1.50 -2.01  0.442
H -3.00 -0.38 2.18  0.211
H -2.71 2.63 -3.43  0.249
H -0.54 2.38 -4.65  0.293
H -3.16 4.17 -2.68  0.469
H -3.20 0.92 -0.54  0.489
H 3.25 2.47 2.30  0.466
H -1.07 4.47 3.63  0.401
H 0.41 -5.80 -1.37  0.458
H -3.49 -4.53 -0.17  0.456
H -1.82 3.21 0.42  -0.047
H -0.43 -1.44 4.14  0.504
H -1.29 -1.09 -4.28  0.478
H -2.27 -0.18 -2.34  0.361
H 1.73 1.51 -1.72  0.143
H -3.56 -0.75 -0.05  0.546

Summary:
E_LUMO (spin up / spin down), eV: -3.57 / -3.68
Kohn-Sham gap (spin up / spin down), eV: 6.6 / 6.5
Energy relative to the best compared isomer or geometry (same formula, charge and spin), kJ/mol: 85.2
E_tot, eV: -95942.95184
Max |F|, eV/Å: 2.8
Total charge: +1
HOMO level (spin up / spin down), eV: -10.138 / -10.138

The following is a quantum chemistry calculation of a structure of composition C16H31NO2, from OMol25.

Last column: Mulliken charge in e.
Cartesian coordinates (Å):
O 3.19 -1.16 -0.94  -0.680
O 2.21 -1.49 0.90  -0.212
N 5.34 -0.18 0.60  0.407
C -1.29 -1.07 -1.67  -1.926
C -3.32 1.14 0.27  -0.679
C 5.73 1.95 0.15  -0.783
C -4.37 0.46 -0.33  -0.543
C 4.51 -1.15 0.96  -1.298
C 5.95 -0.06 -0.46  -0.853
C 0.90 -1.59 0.04  -0.783
C -1.27 -0.53 -0.18  0.000
C 0.18 -0.34 0.31  -1.363
C -5.82 -0.01 1.71  -1.536
C -5.69 0.34 0.05  1.009
C -6.81 -0.21 -0.66  -2.171
C 4.80 1.20 0.91  -0.140
C 6.11 1.26 -1.25  -0.701
C 3.14 -1.36 0.28  0.862
C -1.85 0.92 -0.42  -1.548
H 5.45 -0.79 -1.04  0.438
H -1.25 -2.13 -1.38  0.517
H 5.28 1.43 -1.81  0.426
H -0.81 -0.72 -2.45  0.435
H -3.10 0.50 1.29  0.106
H -1.76 -0.95 0.56  1.010
H 4.58 1.35 1.99  0.332
H -5.49 -0.99 1.63  0.437
H -5.05 0.49 2.31  0.334
H -5.85 1.56 0.21  0.089
H 1.13 -2.22 -0.70  0.680
H -4.43 0.61 -1.35  0.516
H 4.35 -1.28 2.05  0.348
H -2.46 -1.07 -1.83  0.414
H 6.69 2.41 0.81  0.249
H 0.42 0.01 1.14  0.986
H -6.67 -1.18 -0.84  0.538
H -4.08 -0.72 -0.39  0.041
H -6.84 0.10 1.95  0.470
H -1.24 1.60 0.34  0.170
H 7.17 -0.63 -0.22  0.107
H -6.77 0.14 -1.55  0.638
H 0.93 0.03 -0.58  0.182
H -7.78 0.09 -0.46  0.482
H -1.89 1.11 -1.28  1.180
H 7.03 1.55 -1.26  0.394
H 0.32 -2.60 0.93  0.206
H 5.30 2.99 -0.06  0.421
H 3.73 1.10 0.45  -0.035
H -3.48 2.18 0.45  0.349
H 4.94 -2.13 0.78  0.478

Summary:
E_LUMO, eV: 0.75
Kohn-Sham gap, eV: 8.0
Energy relative to the best compared isomer or geometry (same formula, charge and spin), kJ/mol: 1765.7
E_tot, eV: -22663.16534
Max |F|, eV/Å: 17.6
Total charge: 0
HOMO level, eV: -7.259

The following is a quantum chemistry calculation of a cluster of 2 separate species, C6H17PSi in total, from OMol25.

Last column: Mulliken charge in e.
Cartesian coordinates (Å):
P 4.59 0.41 -1.25  -0.051
Si 0.58 -0.51 0.04  -0.034
C -1.09 1.42 1.36  -1.787
C 0.92 -1.33 -1.64  -1.039
C 0.99 -1.56 1.57  -1.093
C -2.25 -0.46 0.21  -1.800
C -1.06 0.50 0.13  1.751
C -1.21 1.37 -1.13  -1.816
H 0.08 -1.96 -1.95  0.370
H -0.39 2.07 -1.21  0.411
H -2.22 -1.05 1.12  0.405
H -0.30 2.16 1.30  0.429
H -3.18 0.10 0.19  0.441
H 4.16 1.72 -1.39  0.028
H -2.25 -1.15 -0.64  0.395
H -0.95 0.85 2.27  0.401
H 1.12 -0.96 2.46  0.321
H 1.10 -0.59 -2.42  0.310
H -2.04 1.94 1.42  0.423
H 5.70 0.81 -0.55  0.029
H -2.14 1.94 -1.09  0.441
H -1.23 0.75 -2.03  0.411
H 0.21 -2.30 1.77  0.383
H 1.80 -1.95 -1.58  0.343
H 1.92 -2.11 1.40  0.329

Summary:
E_LUMO (spin up / spin down), eV: -1.10 / 0.02
Kohn-Sham gap (spin up / spin down), eV: 5.4 / 8.7
Energy relative to the best compared isomer or geometry (same formula, charge and spin), kJ/mol: 185.0
E_tot, eV: -23661.45137
Max |F|, eV/Å: 1.1
Total charge: 0
HOMO level (spin up / spin down), eV: -6.453 / -8.708

The following is a quantum chemistry calculation of a structure of composition C18H11Cl5N4O2PdS, from OMol25.

Last column: Mulliken charge in e.
Cartesian coordinates (Å):
Pd 0.15 -0.63 1.73  0.412
Cl 1.45 -3.39 6.03  -0.172
Cl 4.93 -4.12 1.96  -0.177
Cl 3.37 -2.13 0.23  -0.189
Cl -0.14 -1.37 4.14  -0.108
Cl 4.03 -4.78 4.86  -0.179
S 2.82 1.14 -4.78  -0.372
O -1.19 0.79 0.64  -0.673
O -1.80 0.44 3.04  -0.523
N 1.70 -1.20 -5.04  -0.321
N -2.53 1.25 2.44  -0.505
N 0.77 -0.51 -0.15  0.501
N -2.20 1.42 1.20  0.683
C 1.95 0.64 -1.86  -0.474
C -4.05 3.00 0.93  -0.332
C 3.51 -3.38 2.60  -0.425
C -2.57 2.52 -0.92  -0.429
C 2.76 -2.49 1.81  0.967
C -3.29 3.40 -1.71  -0.479
C 1.61 -1.89 2.31  -1.243
C 1.28 -2.22 3.61  1.531
C 3.12 -3.69 3.90  0.754
C -2.95 2.32 0.40  0.432
C 1.54 0.50 -0.55  -0.899
C -4.75 3.87 0.12  -0.459
C 1.54 -0.30 -2.81  1.191
C 0.70 -1.32 -2.38  -0.625
C 1.98 -3.08 4.43  -0.628
C 0.34 -1.40 -1.05  -1.070
C -4.38 4.08 -1.20  -0.528
C 2.01 -0.17 -4.23  0.152
H -4.94 4.76 -1.82  0.372
H 2.58 1.46 -2.16  0.465
H 2.08 -1.18 -5.97  0.222
H -0.31 -2.17 -0.68  0.533
H 1.82 1.22 0.21  0.522
H -1.72 1.97 -1.30  0.398
H -5.61 4.40 0.53  0.361
H 0.30 -2.06 -3.05  0.318
H 1.43 -2.10 -4.68  0.171
H -4.33 2.84 1.96  0.465
H -2.99 3.55 -2.74  0.362

Summary:
E_LUMO, eV: -1.31
Kohn-Sham gap, eV: 6.5
Energy relative to the best compared isomer or geometry (same formula, charge and spin), kJ/mol: 42.9
E_tot, eV: -105823.26470
Max |F|, eV/Å: 0.6
Total charge: 0
HOMO level, eV: -7.794